Formula: C42H54BBaN5O3P2SSi2
Source: the OMol25 dataset
Level of theory: ωB97M-V/def2-TZVPD

Results
DFT total energy (eV): -104572.21736
Net charge: -2
ΔE to the lowest compared entry with this formula, charge and spin (eV): 0.000
HOMO energy (eV): -2.27

```
111
C42H54BBaN5O3P2SSi2 ωB97M-V/def2-TZVPD
H 0.71563 -3.68424 2.47201
H -1.29606 -2.69345 5.86391
H 3.66596 -1.33514 -3.04512
H 0.19719 4.09371 -2.71690
C -1.33451 -0.85559 -4.99229
H -4.83037 4.52155 -0.50846
C -5.80687 -2.02699 2.05145
C 1.45896 -2.86390 -1.03136
N 1.28600 3.12398 1.79514
H 3.79352 1.49282 0.03929
N 1.26704 -0.08550 -1.07919
P -1.30055 -2.15346 0.98223
H 2.60568 2.67388 -0.46983
Si 2.54496 0.63067 -1.92190
H 2.63171 4.58949 -2.83349
S 4.92511 6.37852 -2.35292
H -3.61791 2.63701 -2.65859
H -5.48177 -3.86107 3.12206
N -0.59838 -1.39345 2.21048
C 0.42187 5.92815 -0.05329
C -5.03964 -3.09753 2.49120
H -3.47237 4.91639 -1.59809
H -2.56752 0.29295 4.00286
B 3.17601 4.67313 3.04201
C 3.33251 1.94916 -0.84182
C 4.06818 5.97798 -0.98736
H -1.81724 -6.91898 -0.27082
C -5.23223 -1.05410 1.24378
C 3.03577 -5.09318 -0.42736
C 1.15161 -4.11761 -1.55874
C 0.48993 -5.75398 1.91457
H 2.95820 5.83409 2.72733
C 1.77235 6.23108 -0.01449
H -1.07595 -3.72978 4.44274
C -1.26032 -6.21461 0.33704
H 1.88725 -2.50367 -3.67506
C -3.75050 4.47749 -0.63522
H 4.26460 4.31015 2.62746
H -2.24269 -0.39114 -5.35910
H 1.65389 -2.11220 4.32693
Si -0.67157 -1.31749 3.89353
N -0.12872 5.17477 -1.00071
H 5.60673 6.01519 0.29561
H -5.79754 -0.18760 0.92366
C 0.97946 -2.03769 -4.03895
O -2.86698 1.87514 1.51120
C 1.08762 -1.20834 4.57052
C 0.06414 -1.51074 -3.13165
C -1.08522 -1.48776 -0.52623
H 2.78572 2.06078 -3.97101
H 1.67639 -6.19186 -1.67700
H 4.73068 0.07333 -2.95737
H 1.67414 0.71176 -4.26525
C 2.07764 3.77022 2.33479
C 1.98590 1.45722 -3.52908
C 3.33788 -3.85628 0.12211
H 0.02698 -7.71767 1.18098
C 2.59569 5.74380 -1.01990
Ba -0.48377 1.07302 0.81586
H -1.82671 -0.55767 -2.91216
C 1.93492 -5.22276 -1.26618
C -1.57769 0.23082 4.46282
C -3.29727 3.02755 -0.55901
C 0.74426 -1.97942 -5.40735
H 2.77758 -1.78048 0.24762
H 1.31218 -6.09243 2.53475
H -1.04042 1.14232 4.17927
H 1.12553 2.10574 -3.34474
C 0.16010 -4.40316 1.88042
H -6.84704 -1.94570 2.34607
H -1.48725 3.85693 -0.74940
C -1.10244 -0.93208 -3.62735
H 1.09745 -1.08353 5.65774
C -3.88843 2.19985 -1.69357
H -3.45608 -0.42186 0.22711
H -4.97243 2.15677 -1.59503
H 4.46494 -0.93237 -1.52736
C -1.57182 -4.86557 0.29371
C 0.66947 4.72116 -1.96990
C -0.87534 -3.94522 1.07733
C -3.10920 -2.21885 1.32820
H 0.28138 -4.22416 -2.19710
C 3.98029 -0.50570 -2.40877
H 3.10646 4.55088 4.24307
H -0.59187 -1.32324 -6.95620
C -3.76381 2.40479 0.79661
H 1.46841 -2.39800 -6.09722
C -3.69771 -3.18417 2.14246
C -0.22587 -6.66374 1.15235
H -1.69448 0.25416 5.55071
P 0.37335 -1.40595 -1.31501
O -1.86758 2.96091 -0.68196
C -1.47822 -2.77338 4.78730
H 4.11197 2.49662 -1.38194
H 4.11097 5.53364 1.03597
H -2.36372 -4.50693 -0.35522
H -2.55840 -2.78457 4.62888
H -0.24120 6.27591 0.73020
N 4.61424 5.86890 0.21550
C -0.41007 -1.37885 -5.88905
H -3.49253 1.18177 -1.65676
H -3.28537 5.06286 0.16199
H 4.18555 -3.75001 0.78950
C -3.90099 -1.16780 0.87232
C 2.02366 4.99108 -2.03543
C 2.55275 -2.75039 -0.17995
H 1.61939 -0.36076 4.12969
H 3.64409 -5.95889 -0.19118
H -3.10361 -4.01143 2.51325
H 2.17494 6.81113 0.80384
O -4.98062 2.46282 1.01699
```